Record 1
C24H27GeN3O5Ti as an isolated structure at a distorted geometry, computed with ωB97M-V with the def2-TZVPD basis set.

## Properties
- M: 557.973 Da
- HOMO-LUMO gap (spin up / spin down): 0.256 / 0.260 Ha
- Electronic energy: -119642.9048 eV
- ΔE to the lowest compared entry with this formula, charge and spin: 29.1 kJ/mol
- ⟨S²⟩: 0.753
- HOMO energy (spin up / spin down): -17.18 / -17.18 eV

Structure (ORCA input):
```
! wB97M-V def2-TZVPD RIJCOSX def2/J DEFGRID3
* xyz 3 2
Ge -3.45742 -2.08879 0.85871
Ti -1.81736 0.33623 -0.84379
O 0.76553 -0.19467 4.50261
O -0.56766 0.41415 -2.19764
O -0.69903 -1.68111 2.50832
O 1.26987 1.97414 4.51500
O -1.64054 -1.14973 0.51839
N 0.79684 0.48792 -3.96348
N -0.82015 1.38245 0.61100
N 0.19128 2.52893 2.15763
C -0.88758 -0.87960 1.64681
C -3.07958 -6.12068 0.17875
C -4.16361 -3.95398 -1.21020
C -3.97953 0.96434 -2.04790
C 0.64862 0.30573 -2.69581
C -3.85976 2.10220 -1.25540
C 3.09649 1.44652 -4.28329
C 0.78848 1.00904 3.99650
C -4.09933 0.75875 0.72999
C -0.50742 3.85044 0.16078
C -0.39336 2.60054 0.95573
C -4.07926 -0.41891 -0.03424
C 2.84495 1.12994 -1.74236
C -3.70222 -6.30564 -1.04909
C -0.46256 0.52918 1.66285
C -4.24828 -5.22942 -1.73923
C -2.99311 -4.85232 0.72812
C -4.03635 -0.31542 -1.44846
C 0.16236 1.24811 2.63764
C -3.94797 1.99279 0.12369
C 2.08325 0.39889 -4.71291
C -3.52726 -3.76553 0.02439
C 3.77760 1.15902 -2.94917
C 1.79334 0.00242 -1.78836
H -3.45520 -1.91819 2.36594
H 2.34220 2.09535 -1.62051
H -0.94759 4.64469 0.76477
H -1.12613 3.69262 -0.72035
H 1.81081 0.51762 -5.75859
H 2.62526 2.43321 -4.28434
H -4.15962 0.70299 1.81127
H -3.75748 3.07740 -1.71503
H 0.62098 3.27614 2.70195
H 3.43698 0.96862 -0.84129
H -4.75410 -5.39351 -2.68098
H 1.38359 -0.19342 -0.79732
H 2.45903 -0.61864 -4.58828
H -3.89865 2.88818 0.73200
H 2.26627 -0.92432 -2.13111
H -3.77432 -7.30300 -1.46190
H -2.67409 -6.96865 0.71345
H 4.30493 0.20217 -3.00964
H 0.32547 -0.86884 3.95590
H -4.63764 -3.13776 -1.73859
H 4.54431 1.91444 -2.77870
H 3.85813 1.47706 -5.06401
H -2.52246 -4.71927 1.69511
H -3.97338 -1.19880 -2.08082
H -3.97103 1.04210 -3.12823
H 0.47915 4.18625 -0.16194
H -0.04044 0.70149 -4.49433
*
```

Record 2
One molecule with the formula C26H21ClFN3O5S2 at a distorted geometry, computed with ωB97M-V with the def2-TZVPD basis set.

## Properties
- M: 574.055 Da
- HOMO-LUMO gap: 0.304 Ha
- Electronic energy: -78920.3899 eV
- ΔE to the lowest compared entry with this formula, charge and spin: 0.0 kJ/mol
- SMILES string: COc1ccc(NS(=O)(=O)c2cc(N/C(=N\S(=O)(=O)c3ccccc3)c3ccc(F)cc3)ccc2Cl)cc1
- HOMO energy: -8.50 eV

Structure (ORCA input):
```
! wB97M-V def2-TZVPD RIJCOSX def2/J DEFGRID3
* xyz 0 1
Cl -3.57975 2.34271 -2.29021
S -3.15248 3.42796 0.66661
S 4.10214 0.91641 1.69404
F -0.32904 -5.01850 -1.02144
O 4.93153 0.41907 2.74341
O 3.24538 2.05236 1.99302
O -2.69499 3.61510 2.00525
O -3.71435 -3.00187 1.18381
O -3.47816 4.57871 -0.11486
N -4.52180 2.46376 0.66729
N 3.22051 -0.35302 1.09427
N 1.31436 0.90218 0.64485
C -0.08657 0.69912 -1.33791
C 0.07620 -1.78086 0.51204
C -4.37586 1.07904 0.79920
C 5.10732 1.29947 0.26683
C 0.15616 1.20321 -0.05704
C 2.12320 -2.40893 -0.59342
C 0.23781 -3.86132 -0.63028
C 1.38803 -1.48656 0.14588
C 4.70122 2.28640 -0.60886
C 6.60692 1.79575 -1.98029
C -2.16010 1.89827 -1.44162
C -1.23196 1.04568 -2.02621
C 1.54670 -3.59788 -0.99783
C -5.10165 0.20128 0.00617
C -0.50463 -2.97484 0.13024
C -3.28667 -0.79342 1.83324
C -1.92723 2.39962 -0.17218
C -4.00020 -1.67710 1.02079
C -4.92335 -1.16747 0.11713
C -4.44474 -3.94657 0.43600
C -0.77669 2.07091 0.51100
C -3.47235 0.56747 1.72843
C 7.00119 0.80429 -1.09439
C 2.03059 -0.24630 0.63017
C 6.24496 0.55099 0.03815
C 5.46106 2.53790 -1.74011
H -5.81519 0.58788 -0.70644
H 5.16152 3.31189 -2.43041
H 1.74510 1.63469 1.22476
H -0.62542 2.48955 1.49367
H -0.49002 -1.08669 1.11316
H -5.18815 2.75696 -0.03181
H -5.50628 -1.81903 -0.51363
H 2.09623 -4.32104 -1.57921
H -4.28028 -3.82253 -0.63929
H -4.06927 -4.92057 0.74594
H 0.63521 0.04359 -1.79932
H -2.59733 -1.20383 2.55413
H 6.51974 -0.20382 0.75705
H -1.51067 -3.22230 0.42790
H 3.81214 2.85585 -0.38624
H -5.51556 -3.88665 0.65119
H -2.93598 1.25069 2.36608
H 7.19844 1.99404 -2.86170
H -1.41032 0.66404 -3.01863
H 3.14666 -2.17863 -0.84286
H 7.89673 0.23290 -1.28556
*
```

Record 3
C20H26BF2N3O2SV as an isolated structure, computed with ωB97M-V with the def2-TZVPD basis set.

## Properties
- M: 472.266 Da
- HOMO-LUMO gap: 0.249 Ha
- Electronic energy: -72334.4681 eV
- ΔE to the lowest compared entry with this formula, charge and spin: 0.0 kJ/mol
- HOMO energy: -18.44 eV

Structure (ORCA input):
```
! wB97M-V def2-TZVPD RIJCOSX def2/J DEFGRID3
* xyz 3 1
V -0.04362 -0.11264 -0.25030
S -1.64262 -1.45872 -0.77994
F 4.19327 1.91961 -1.48175
F 1.93759 0.22495 -5.15457
O -2.56193 1.74330 -0.48233
O -0.54517 2.78753 -0.97407
N 1.04177 0.74943 1.10723
N -3.40832 -2.98852 0.38522
N -3.96135 -0.68335 0.32024
C 2.19348 1.07817 0.41506
C 3.06253 1.06809 -3.30929
C -1.30099 4.54168 0.49825
C 3.28009 1.54114 1.13388
C 0.91138 -0.02519 -3.07900
C -2.93390 3.16522 -0.96747
C -4.47652 -3.59971 1.21846
C -1.56646 3.92198 -0.85187
C -5.38494 -0.66789 0.73227
C -1.29559 4.88094 -1.98446
C -3.19917 -1.72000 0.11024
C 1.02057 0.22143 -1.71101
C -3.43937 2.97400 -2.37450
C 3.12865 1.28580 -1.94306
C 1.96503 0.41470 -3.85742
C 2.12713 0.87371 -1.06463
C -4.00904 3.67611 -0.04090
C 2.01039 1.33957 3.18657
C 3.18280 1.66702 2.51447
C 0.94934 0.87881 2.45097
B -1.23396 1.70767 -0.65084
H -5.90336 -1.51709 0.30114
H -0.34202 5.38139 -1.82492
H -5.80859 0.24279 0.31929
H -3.54583 0.22197 0.10014
H 0.06219 -0.52533 -3.52472
H -1.28162 4.38290 -2.95041
H -1.95257 5.39944 0.66598
H -3.74591 3.93037 -2.79826
H -3.70766 3.65039 1.00307
H -4.25291 4.70822 -0.29969
H -4.92109 3.09452 -0.17112
H -0.27302 4.89991 0.53279
H -2.69415 2.54167 -3.04318
H 3.87042 1.40783 -3.94753
H -4.02108 -4.44377 1.72811
H -2.74799 -3.63970 -0.01673
H -0.00104 0.60180 2.88827
H -5.29336 -3.93437 0.58454
H -5.47307 -0.65636 1.81526
H 4.19513 1.80187 0.62902
H -1.45723 3.84376 1.32299
H -4.31608 2.32716 -2.36820
H -2.06913 5.65095 -2.00741
H -4.81362 -2.88634 1.95897
H 4.03847 2.02719 3.07243
H 1.92330 1.43656 4.25968
*
```

Record 4
C34H107AsF6O19 as an isolated structure at a distorted geometry, computed with ωB97M-V with the def2-TZVPD basis set.

## Properties
- M: 1009.121 Da
- HOMO-LUMO gap: 0.334 Ha
- Electronic energy: -153037.4228 eV
- HOMO energy: -9.07 eV

Structure (ORCA input):
```
! wB97M-V def2-TZVPD RIJCOSX def2/J DEFGRID3
* xyz 0 1
As -1.54492 4.10612 -0.56439
F -3.02887 3.09587 -0.74466
F -0.55835 2.66071 -0.99760
F -1.70809 4.43946 -2.31891
F -1.43254 3.66972 1.17834
F -0.10003 5.15294 -0.39651
F -2.50314 5.60701 -0.18297
O -5.93073 -2.18264 2.57751
O 4.25940 1.75934 -2.69945
O 0.24589 -4.38720 -3.47524
O 2.41012 -2.29548 2.96687
O 4.66902 -3.89799 -3.06435
O 0.88105 0.17848 -3.87728
O -2.91007 0.66507 -2.06898
O -1.11078 -0.41250 1.54988
O -0.08579 -1.50215 3.88939
O -1.12666 -2.79272 -1.67023
O -5.42670 2.81807 4.00769
O 1.98996 0.87862 -1.02710
O 0.84983 1.00347 -6.69890
O 0.86586 -7.44268 3.91029
O 1.38639 -2.33224 0.44935
O 1.44866 6.81671 -1.84902
O 1.70227 2.61886 5.85124
O -0.38907 -0.33568 -1.12719
O -4.57820 -3.25636 -4.37627
C 3.48101 -1.54599 3.39454
C -4.23534 4.59028 2.96739
C 0.69773 -1.20400 -4.20051
C -4.58872 -1.09398 1.00127
C -5.49261 2.70622 1.68585
C 2.16640 4.75903 4.86302
C -5.44472 3.62320 2.86738
C -0.55051 -5.31576 -4.19337
C -2.30544 -2.41531 4.30690
C -6.59723 -2.52702 0.38059
C -6.03575 -1.51078 1.35174
C 1.96130 4.90120 -3.14803
C 0.59559 -5.61882 2.31291
C -2.38373 1.02060 -3.30485
C 2.40859 3.27495 4.81312
C -1.48221 0.88824 2.00112
C 0.91623 -6.03359 3.77046
C 2.40277 2.72827 -7.43567
C 3.31648 -1.04217 4.85008
C 0.58558 3.21204 -5.76586
C 4.62386 -2.43865 -3.27696
C 1.90219 1.68646 0.09324
C 3.40104 5.60371 -1.21089
C -3.76883 -2.23697 -3.91259
C 1.92742 2.61892 3.54958
C 2.52832 6.05273 -2.32323
C -1.59602 -3.54589 -0.59648
C 4.19646 1.41335 -4.06337
C -0.75544 -2.61831 4.47095
C 3.70615 -0.40152 2.35592
C 2.35119 -2.96270 -0.36595
C 2.13385 -5.41575 4.32959
C 0.97000 2.41438 -7.02602
C -0.27070 -2.81312 5.90549
H -6.72123 -0.66861 1.44644
H -1.40050 1.44618 -3.10426
H 4.27764 -0.64064 5.17109
H 4.08335 -1.94664 -2.46833
H 0.98923 0.51440 -7.51313
H -4.27902 -1.27374 -3.91387
H -2.85946 -2.05902 -4.48660
H 0.11805 -5.66569 4.41518
H -0.46951 -5.80013 2.16868
H -5.41514 3.28164 0.76335
H -5.89179 -3.34398 0.22882
H 2.65502 2.11115 -8.29801
H 2.98548 2.55594 -6.53077
H 0.81375 -2.91831 5.93722
H 1.34876 2.96466 -5.02799
H -0.68236 -3.38896 -2.27742
H -5.54872 3.32488 4.81384
H 3.10343 6.70526 -2.98016
H -4.32752 -4.14638 -4.11818
H -0.29806 -0.75916 4.45904
H 0.87344 2.77908 3.32246
H 0.45943 0.02458 -1.39527
H 0.75728 -4.54954 2.17658
H 2.40395 2.95044 2.62702
H -1.61533 -5.22624 -3.97830
H 4.38012 -2.15923 3.33431
H -0.37757 -3.43815 3.86006
H -3.79593 -1.83169 1.12529
H 1.99833 -3.00319 -1.39646
H 2.59099 -0.25102 5.03939
H 5.21654 -4.13528 -2.31233
H 2.80543 5.26137 4.13680
H -0.62389 -1.97500 6.50627
H 2.55965 -3.93241 0.08607
H -2.45590 -4.09340 -0.98239
H -3.46226 -2.43593 -2.88569
H 4.75798 2.09287 -4.70450
H 1.12014 4.94936 4.62379
H 2.34104 5.26026 5.81505
H 2.78427 5.20330 -0.40631
H 2.14035 -4.32902 4.41370
H -6.43158 2.15368 1.71932
H -0.59816 1.49077 2.20969
H 3.29084 -2.41997 -0.46890
H 0.92275 6.24899 -1.28096
H -2.97915 1.84776 -3.69138
H -4.16512 4.86263 4.02047
H -2.28259 0.22589 -4.04399
H -0.40399 -1.29547 -1.14030
H -2.63952 -1.59458 4.94163
H 1.19568 1.39802 0.87154
H -0.83674 -0.99903 2.25874
H -2.14282 1.39312 1.29629
H -0.41403 2.95881 -5.41269
H -3.22369 1.49361 -1.69916
H 1.17316 -6.24421 1.63218
H 4.51403 0.37142 -4.10391
H 2.53778 3.75308 -7.78155
H 2.75785 4.26214 -3.52910
H -0.76159 -3.67965 6.34850
H 1.64201 -1.80170 3.26316
H -4.33649 -0.18760 1.55167
H 2.86960 0.25592 2.11915
H -6.33417 4.24708 2.77943
H 2.71066 1.19047 -1.57932
H 2.80506 1.72566 0.70266
H 1.22675 4.36487 -2.54728
H -0.92045 -4.29548 -0.18440
H 0.62371 -1.72882 -3.24804
H 4.08611 4.84984 -1.59879
H -0.55173 -0.00336 -0.24136
H 4.10032 -2.17473 -4.19585
H -4.70058 1.95760 1.66653
H 2.27504 -5.84545 5.32132
H 3.14129 -1.89187 5.50994
H -0.14228 -1.34387 -4.88089
H 1.69262 2.71573 -0.19794
H 5.16139 1.80918 -2.37459
H 0.88525 0.69598 -4.68585
H 4.46465 0.24591 2.79594
H 0.60139 4.28680 -5.94679
H 0.25706 2.68898 -7.80347
H 1.97540 3.01097 6.68386
H 1.50525 5.31420 -4.04777
H 3.94472 6.46076 -0.81345
H 4.00598 -0.79000 1.38263
H -1.88949 -2.94643 0.26528
H -4.64758 -0.82479 -0.05333
H -0.18778 -6.32639 -4.00589
H 2.01927 1.53797 3.65552
H 1.65942 -7.82568 3.52926
H -2.01058 0.82508 2.95240
H 1.15985 -4.56192 -3.71142
H -7.59750 -2.87817 0.63412
H -4.42173 5.41046 2.27409
H -2.56695 -2.10915 3.29399
H -3.32730 4.06433 2.67254
H -6.62025 -2.00108 -0.57384
H -5.71395 -1.47702 3.19128
H 1.61984 -1.50059 -4.70036
H -2.87051 -3.29932 4.60238
H 3.44421 2.99994 5.01306
H 2.97592 -5.71067 3.70345
H 3.20031 1.22584 -4.46415
H 1.71555 -2.29692 1.35047
H -0.42798 -5.16038 -5.26525
H 5.60665 -1.96922 -3.31990
*
```